Record 1
A 2-piece molecular cluster, C5H12O2 overall, computed with ωB97M-V with the def2-TZVPD basis set.

Geometry as XYZ:
```
19
Properties=species:S:1:pos:R:3:mulliken_charge:R:1
H -1.774 -0.778 0.813 0.440
H 1.488 -0.881 1.926 0.316
H 0.267 0.385 1.941 0.219
H -0.898 -1.361 -2.116 0.319
H 2.572 1.397 1.789 0.351
H 1.146 -1.171 -0.544 0.363
H 2.893 0.473 0.314 0.303
C -0.984 -0.280 -2.000 -1.321
C -0.530 0.137 -0.653 0.079
C 1.043 -0.083 1.321 -0.581
H -0.698 1.172 -0.368 0.409
O -0.618 -1.664 0.433 -0.823
H 1.668 1.753 0.316 0.303
H -0.327 0.222 -2.727 0.344
H -3.054 -0.223 0.080 0.307
C 2.101 0.939 0.913 -1.101
O -2.314 0.080 0.625 -0.690
H -2.005 0.045 -2.217 0.377
C 0.366 -0.750 0.126 0.385
```

Computed properties:
- ΔE to the lowest compared entry with this formula, charge and spin (eV) = 3.595
- orbital gap (alpha / beta) (eV) = 8.49 / 8.49
- E_HOMO (alpha / beta) (eV) = -8.782 / -8.782
- 2S+1 = 1

---

Record 2
A 15-piece molecular cluster, H30O15 overall in a non-equilibrium geometry, computed with ωB97M-V with the def2-TZVPD basis set.

Geometry as XYZ:
```
45
Properties=species:S:1:pos:R:3:mulliken_charge:R:1
H 1.611 -0.826 3.117 0.373
H -2.508 -0.605 1.843 0.190
O -4.484 1.039 0.835 -0.555
H 4.015 1.587 -1.618 0.283
O -1.906 0.045 1.666 -0.409
H 3.234 -0.623 0.945 0.273
H 0.425 -0.026 3.678 0.321
H -3.548 -2.602 0.850 0.254
O 3.384 -3.416 -1.623 -0.572
O 1.189 -0.644 3.988 -0.644
H 1.256 -2.792 0.812 0.235
O -3.387 -2.233 -0.026 -0.521
H 0.720 1.065 -1.825 0.198
H 0.573 -3.886 -1.819 0.330
H -4.022 -1.062 -1.685 0.286
H -0.417 -2.804 -2.265 0.280
O -0.005 -0.457 -0.543 -0.398
H -1.565 2.910 -1.984 0.314
O -1.964 3.094 -1.074 -0.632
H -3.672 1.567 0.943 0.298
H 3.505 -2.472 -1.437 0.303
O 1.786 -2.217 1.297 -0.539
H 0.407 -0.677 -1.329 0.196
O 0.349 1.494 -2.514 -0.558
H 1.404 4.831 -0.474 0.299
H 0.296 0.404 -0.298 0.200
H 2.893 2.500 -2.108 0.298
H -2.463 0.518 0.993 0.199
H -1.680 2.415 -0.468 0.331
O 2.023 4.183 -0.962 -0.614
H 0.130 1.828 1.741 0.240
H 1.090 2.346 2.738 0.278
H 4.400 0.111 1.785 0.313
H -5.363 -0.447 -1.476 0.222
H 1.619 3.868 -1.776 0.308
O 3.918 -0.709 1.546 -0.569
O -4.607 -0.900 -0.939 -0.502
H -5.181 1.700 0.837 0.267
O -0.203 -3.677 -2.373 -0.608
O 0.379 1.690 2.624 -0.513
O 3.554 2.384 -1.411 -0.587
H -0.315 0.979 -2.984 0.346
H 1.361 -1.377 1.369 0.255
H -2.501 -2.091 0.078 0.257
H 4.091 -3.746 -2.116 0.277
```

Computed properties:
- ΔE to the lowest compared entry with this formula, charge and spin (eV) = 6.693
- orbital gap (eV) = 9.54
- E_HOMO (eV) = -10.347
- 2S+1 = 1

---

Record 3
C4H11AsClN2O4PtS4 as an isolated structure in a non-equilibrium geometry, computed with ωB97M-V with the def2-TZVPD basis set.

Geometry as XYZ:
```
28
Properties=species:S:1:pos:R:3:mulliken_charge:R:1
Cl 2.267 -1.834 -0.046 1.773
As -1.819 3.794 0.055 0.344
H -2.315 -0.571 -1.736 0.458
H -4.966 -3.251 0.103 0.344
O 2.210 -0.377 -0.024 -0.687
N -1.714 -1.342 0.089 0.107
N -3.994 -2.992 -0.048 -0.116
S -2.587 4.506 -1.812 -0.567
C -3.894 -1.774 -0.929 -0.533
Pt 0.131 0.595 -0.059 0.582
O 2.896 -2.294 1.152 -0.662
H -3.407 -3.686 1.872 0.377
H -4.440 -1.964 -1.853 0.369
H -2.017 -0.484 0.560 0.313
H -4.340 -0.929 -0.406 0.347
H -1.954 -2.312 -1.739 0.255
H -3.522 -3.756 -0.536 0.378
H -1.341 -3.351 0.449 0.343
O 2.999 -2.256 -1.197 -0.656
S 1.143 2.536 0.045 -0.300
C -2.409 -1.495 -1.166 -0.865
S -1.941 1.499 -0.109 -0.525
O 0.917 -2.348 -0.112 -0.684
S -3.280 4.233 1.582 -0.584
C -3.281 -2.793 1.260 -0.654
H -3.733 -1.937 1.760 0.383
C -1.812 -2.494 0.944 -1.024
H -1.258 -2.315 1.864 0.485
```

Computed properties:
- ΔE to the lowest compared entry with this formula, charge and spin (eV) = 2.212
- orbital gap (alpha / beta) (eV) = 3.90 / 4.06
- E_HOMO (alpha / beta) (eV) = -3.331 / -3.493
- 2S+1 = 3
- total charge = -1

---

Record 4
A 12-piece molecular cluster, C42H107NO12 overall in a non-equilibrium geometry, computed with ωB97M-V with the def2-TZVPD basis set.

Geometry as XYZ:
```
162
Properties=species:S:1:pos:R:3:mulliken_charge:R:1
H -6.008 1.393 1.986 0.058
H 1.914 -2.702 -1.901 0.557
C 2.698 0.595 -5.954 0.453
H 2.964 1.576 -6.350 0.336
H -2.033 1.241 5.877 0.341
H 4.713 -0.103 -6.061 0.458
H -1.115 -0.045 -5.556 0.168
H -4.092 -1.219 7.253 0.343
H -2.130 -1.133 6.238 0.263
H 0.590 3.608 5.018 -0.013
C -2.154 4.011 -2.496 0.902
C 1.983 -1.219 -0.359 2.789
H -2.791 -5.065 -1.692 0.257
H -3.753 -2.524 5.346 0.394
H -0.396 -2.985 1.408 0.396
H 1.394 -6.768 -0.311 0.383
H -1.166 -3.608 -4.851 0.367
H -0.602 5.412 -2.839 0.354
H 2.620 -0.525 -7.822 0.442
H -1.300 0.575 -3.905 0.018
H -2.425 -2.658 -5.658 0.342
H -0.842 4.583 -4.265 0.316
H 3.900 5.156 1.824 0.117
H -3.079 -4.913 -3.380 0.203
H 2.302 0.984 -0.486 0.419
H 3.531 3.462 5.772 0.334
H -4.587 -1.355 4.305 0.291
H 5.623 -1.116 0.226 0.195
C -3.632 -1.602 4.760 -1.007
H 7.976 1.716 -0.585 0.489
H 3.158 -7.556 1.129 0.296
C -2.766 3.628 1.334 -0.713
H -5.457 -4.648 -3.124 0.305
H 0.309 0.812 1.746 0.044
H 5.518 3.687 0.433 0.457
H 4.153 2.660 -0.089 0.200
H -2.392 4.613 3.884 0.293
H -3.486 1.121 4.748 0.162
C 3.892 -0.151 -5.341 -1.405
H 2.254 1.042 5.270 0.388
H 3.656 -5.549 -0.463 0.299
H 2.207 3.412 1.494 0.217
C -4.810 -3.389 -1.507 -0.752
O -3.948 -0.359 6.836 -0.550
H 2.703 -1.104 -2.373 0.275
H -0.671 3.280 -1.104 0.349
H 2.893 6.184 -0.420 0.392
C -1.645 -0.180 -4.611 -0.889
H 5.721 -0.928 -1.592 0.239
H 4.928 -5.934 0.763 0.443
C 2.566 -1.880 -1.612 -2.169
C -4.915 -4.731 -2.183 0.321
H 4.006 5.139 -1.197 0.331
C -0.430 -0.972 0.552 3.191
H 1.663 -1.227 -6.440 0.078
H -2.907 -1.808 3.970 0.117
H 1.104 0.142 -7.428 0.314
O 0.255 -0.059 -1.524 0.870
C 3.630 4.598 0.919 0.968
C 2.681 0.100 0.028 -1.565
H 0.720 -6.820 1.299 0.379
H 0.794 1.505 6.102 0.421
C 3.784 5.579 -0.221 -1.596
H 7.045 1.167 -1.922 0.359
H -2.182 5.685 -3.757 0.392
H -1.701 -2.420 -0.462 0.586
C 1.430 -2.105 2.002 -1.104
H 8.237 -0.803 -1.246 0.273
H 4.558 6.336 -0.065 0.393
H 0.275 0.802 -1.069 -0.178
H -5.883 -1.121 0.844 0.292
H -0.682 -2.411 -5.985 0.309
H -7.470 0.533 1.355 0.451
C 2.476 3.730 5.863 -1.611
H 8.650 0.018 0.956 0.319
C 2.873 -6.508 1.291 0.614
C 1.972 -0.324 -6.960 -1.067
H 3.791 -4.590 1.009 0.255
H -2.675 2.739 0.715 -0.201
C -2.576 0.659 5.136 -0.493
C 1.489 -6.340 0.690 -1.084
H -2.721 -0.085 -4.757 0.435
H 3.760 0.029 -0.123 -0.061
O -5.132 -0.530 0.714 -0.414
O 7.902 -0.573 0.806 -0.559
H -3.601 -6.388 -2.621 0.378
C 1.535 3.071 4.861 0.801
H 3.344 -2.196 1.022 0.535
H -5.711 -3.008 -1.026 0.273
C -3.443 4.457 3.622 -1.692
C -1.749 -1.419 -0.024 -2.810
C -6.663 1.234 1.135 -1.047
O 1.738 0.918 -4.944 -0.448
H 3.562 -2.322 -1.530 0.110
O 1.955 3.242 3.520 -0.389
O -5.094 3.723 2.134 -0.644
O 2.728 -6.179 2.658 -0.584
H -5.696 -0.037 -2.044 0.246
C 7.494 -0.392 -0.555 0.357
H 2.575 0.289 1.101 0.129
H -7.068 2.186 0.792 0.355
H -4.282 -2.583 -2.026 0.260
H -6.855 1.104 -1.597 0.440
H 1.660 0.181 -4.327 0.150
H -3.061 4.514 0.768 0.374
H -5.203 -5.805 -0.541 0.333
H -2.456 4.655 -1.657 -0.040
C -5.719 0.637 0.090 0.845
O -5.651 -5.638 -1.375 -0.588
H -3.694 2.482 2.973 -0.596
H 2.353 4.812 5.900 0.420
H -7.039 -0.636 -0.922 0.349
H -4.907 1.337 -0.107 -0.213
H -1.382 0.406 1.910 -0.005
H -0.629 2.420 -2.632 0.352
H 4.522 2.885 1.649 0.437
H -2.014 0.455 4.224 -0.181
C 3.908 -5.592 0.597 -1.129
H 3.595 -1.192 -5.198 0.288
C -0.547 0.425 1.198 -0.713
H -2.111 -0.729 -0.786 0.095
C -0.054 -1.982 1.681 -1.093
H -1.800 3.869 1.778 0.247
O 2.254 4.192 0.921 -0.448
O 0.212 -1.537 -3.898 -0.468
H -2.472 -1.621 0.772 0.231
H -3.817 5.446 3.338 0.399
H 1.943 4.172 3.262 0.230
C -3.012 -0.665 5.790 0.348
H -1.707 -1.846 -3.205 -0.269
H -3.729 2.885 -2.595 0.258
C -1.434 -2.612 -5.214 -1.654
H 0.834 1.093 4.304 -0.050
C 7.135 1.061 -0.838 -1.172
H -0.967 1.151 0.491 -0.477
C -6.393 0.178 -1.237 -1.347
H 1.662 -1.231 2.625 0.132
H 6.255 1.381 -0.289 0.147
C -3.724 3.461 2.483 1.729
O -3.267 3.476 -3.199 -0.584
H 6.468 -2.295 -0.495 0.412
H 3.588 -6.153 3.091 0.322
H 2.214 3.331 6.850 0.406
H -1.830 2.108 -1.397 -0.193
C -3.524 -5.313 -2.463 -1.059
C 6.221 -1.246 -0.682 -1.007
C -1.302 2.912 -1.926 -0.606
C 2.286 -2.239 0.763 -1.073
H 0.275 -0.979 -3.101 -0.126
H 1.609 -2.975 2.639 0.562
H 2.088 -3.224 0.332 -0.211
H -3.959 4.280 4.571 0.444
C 4.501 3.362 0.661 -1.313
H 1.177 -5.294 0.612 -0.052
C 1.312 1.588 5.149 -1.032
H -4.121 -3.430 -0.646 0.123
N 0.552 -1.019 -0.544 0.548
C -1.419 4.985 -3.429 -1.519
C -1.203 -1.572 -4.138 1.467
H -5.697 3.598 2.868 0.389
H -0.546 -1.692 2.610 0.016
H 4.289 0.211 -4.393 0.317
```

Computed properties:
- ΔE to the lowest compared entry with this formula, charge and spin (eV) = 3.581
- orbital gap (eV) = 9.02
- E_HOMO (eV) = -8.552
- 2S+1 = 1